15
Properties=species:S:1:pos:R:3:mulliken_charge:R:1 method="wB97M-V/def2-TZVPD" fmax_ha_per_bohr=0.02953 e_above_lowest_kcal_mol=51.90 lumo_ev="-0.926 / -0.509" total_charge=0 homo_lumo_gap_ev="8.19 / 7.04" total_energy_ev=-26456.6507
C -2.145 -0.537 0.270 -0.461
C -1.857 0.818 0.306 -0.451
C -1.115 -1.460 0.226 -0.585
C -0.545 1.249 0.278 -0.590
C 0.203 -1.038 0.200 -0.276
C 0.499 0.324 0.208 0.746
P 2.164 1.030 0.058 0.108
S 3.265 -0.698 -0.246 -0.252
H -3.173 -0.872 0.274 0.362
H -2.662 1.538 0.345 0.361
H -1.324 -2.519 0.198 0.355
H -0.312 2.304 0.281 0.328
H 0.993 -1.773 0.173 0.240
H 1.576 1.695 -2.296 -0.041
H 4.433 -0.061 -0.276 0.156